{"formula": "FHO2PTm", "method": "ωB97M-V/def2-TZVPD", "homo_ha": [-0.085, -0.155], "total_charge": -1, "multiplicity": 4, "elements": ["O", "P", "O", "Tm", "H", "F"], "coordinates": [[-0.581, 0.319, 1.424], [-0.362, -1.127, 0.801], [0.798, -0.836, -0.251], [1.023, 1.436, 0.209], [0.835, 1.452, -1.883], [-1.713, -1.244, -0.300]], "forces_ev_per_angstrom": [[0.8319, 1.1880, -0.6774], [-0.4949, -0.2533, -1.1110], [0.1571, 1.3115, 0.8816], [-1.6330, -3.1372, -0.7636], [0.1555, 0.6201, 0.7614], [0.9834, 0.2710, 0.9089]]}